[1]
The following is a DFT calculation (ωB97M-V/def2-TZVPD) of C22H56CuN3O8 as an isolated structure in a non-equilibrium geometry.

Structure (XYZ):
```
90
Properties=species:S:1:pos:R:3:mulliken_spin:R:1
Cu -1.225 0.332 -3.040 0.744
C 1.577 -0.748 0.398 0.000
C 0.050 -0.431 0.249 0.002
O -0.525 0.233 -0.889 0.001
H 2.380 -0.212 -0.109 0.000
H 1.813 -1.806 0.509 0.000
H 1.781 -0.491 1.437 0.000
H -0.170 0.258 1.065 0.000
H -0.571 -1.286 0.514 0.000
C 0.458 -2.704 -2.685 0.002
O -0.658 -1.938 -2.926 0.018
C -1.820 -2.785 -3.277 0.001
C -3.108 -2.075 -3.516 -0.008
N -3.298 -1.005 -2.468 0.064
C -3.411 -1.519 -1.025 -0.010
C -4.683 -2.203 -0.761 0.007
O -5.660 -1.204 -0.724 0.000
C -7.012 -1.540 -0.514 0.000
H 1.043 -3.120 -3.505 0.000
H 0.251 -3.562 -2.046 0.001
H 1.114 -1.969 -2.219 0.000
H -1.988 -3.508 -2.478 0.000
H -1.515 -3.253 -4.213 -0.001
H -3.960 -2.752 -3.450 0.003
H -3.085 -1.681 -4.532 0.003
H -4.241 -0.647 -2.431 -0.001
H -3.262 -0.797 -0.222 0.001
H -2.683 -2.287 -0.765 0.000
H -4.605 -2.805 0.144 0.000
H -5.083 -2.881 -1.515 0.000
H -6.950 -2.077 0.433 0.000
H -7.548 -2.113 -1.271 0.000
H -7.570 -0.647 -0.232 0.000
C 2.129 0.513 -3.409 -0.001
O 0.839 1.065 -3.566 0.025
C 0.869 2.531 -3.660 -0.005
C -0.505 3.184 -3.707 0.001
N -1.547 2.538 -2.856 0.141
C -2.881 3.037 -3.143 0.000
C -3.933 2.845 -2.036 -0.009
O -5.187 3.246 -2.553 0.000
C -6.301 3.188 -1.632 0.000
H 2.864 0.801 -4.161 0.003
H 2.048 -0.552 -3.629 0.002
H 2.585 0.541 -2.419 -0.001
H 1.371 2.769 -4.597 0.000
H 1.447 2.876 -2.803 0.000
H -0.888 3.229 -4.727 0.000
H -0.283 4.210 -3.413 0.006
H -1.268 2.967 -1.985 -0.003
H -3.231 2.928 -4.170 0.004
H -2.697 4.111 -3.098 0.010
H -3.621 3.474 -1.201 0.000
H -4.084 1.804 -1.749 0.001
H -6.360 2.218 -1.140 0.000
H -7.126 3.343 -2.327 0.000
H -6.375 3.766 -0.710 0.000
C 7.333 0.327 2.040 0.000
O 6.416 0.035 3.075 0.000
C 6.923 -0.262 4.327 0.000
C 5.813 -0.616 5.288 0.000
N 5.439 -2.050 5.019 0.000
C 4.457 -2.598 5.984 0.000
C 4.015 -3.955 5.391 0.000
O 3.550 -3.852 4.051 0.000
C 2.207 -3.431 3.860 0.000
H 7.935 1.214 2.234 0.000
H 6.856 0.471 1.070 0.000
H 8.133 -0.413 2.019 0.000
H 7.330 0.733 4.510 0.000
H 7.733 -0.985 4.235 0.000
H 5.035 0.141 5.191 0.000
H 6.245 -0.613 6.289 0.000
H 4.803 -2.090 4.236 0.000
H 3.671 -1.897 6.265 0.000
H 5.015 -2.801 6.898 0.000
H 3.122 -4.276 5.926 0.000
H 4.768 -4.712 5.613 0.000
H 1.472 -4.138 4.246 0.000
H 1.978 -3.297 2.803 0.000
H 1.941 -2.524 4.404 0.000
C -0.584 4.961 1.431 0.000
C -0.797 3.493 1.201 0.000
O -0.443 3.265 -0.170 0.000
H 0.490 5.033 1.262 0.000
H -0.795 5.259 2.459 0.000
H -1.201 5.620 0.820 0.000
H -1.879 3.382 1.276 0.000
H -0.244 2.840 1.877 0.000
H -0.441 2.328 -0.379 -0.001
```

Its total charge is +1. The multiplicity is 2. The calculation puts the orbital gap (alpha / beta) at 0.261 / 0.163 Ha. Its lowest unoccupied orbital energy (alpha / beta) is -3.2 / -5.8 eV. Its max |F| is 4.0 eV/Å. The expectation value of S² is 0.7527. As for the HOMO energy (alpha / beta): -10.26 / -10.24 eV.

---

[2]
The following is a DFT calculation (ωB97M-V/def2-TZVPD) of C22H56O20Tl as an isolated structure in a non-equilibrium geometry.

Structure (XYZ):
```
99
Properties=species:S:1:pos:R:3:mulliken_charge:R:1
Tl -4.448 1.602 -0.753 0.970
C -0.212 0.345 1.460 0.032
C 0.753 -0.448 0.975 -0.298
C 1.027 -0.704 -0.524 -0.018
O 2.048 -1.313 -1.020 -0.769
C 0.193 -0.209 -1.465 0.416
C -0.946 0.703 -1.065 -0.782
C -1.088 1.048 0.486 0.238
O -2.046 1.775 0.815 -0.199
O -1.767 1.200 -1.831 -0.565
O 1.351 -1.044 1.951 -0.490
H -0.374 0.509 2.515 0.751
H 0.350 -0.525 -2.486 1.493
C 0.841 -4.939 -1.809 -0.108
O -0.093 -5.353 -0.826 -0.548
H 0.695 -5.322 -2.819 0.369
H 0.950 -3.855 -1.783 -0.349
H 1.803 -5.386 -1.559 0.299
H -0.028 -4.740 -0.090 0.319
C -2.893 1.723 5.146 -0.779
O -2.808 1.733 3.715 -0.411
H -3.930 1.510 5.405 0.273
H -2.215 1.004 5.606 0.324
H -2.586 2.702 5.514 0.278
H -2.647 0.872 3.322 0.156
C -0.590 3.886 2.578 -0.123
O -1.042 4.298 1.348 -0.565
H 0.144 4.567 3.009 0.425
H -1.495 3.819 3.183 0.006
H -0.074 2.926 2.594 -0.161
H -1.503 3.537 0.989 0.271
C 2.972 1.900 1.405 -0.218
O 4.159 2.667 1.298 -0.560
H 2.080 2.512 1.273 0.233
H 3.081 1.074 0.701 0.091
H 2.818 1.476 2.397 0.178
H 3.985 3.550 1.634 0.323
C 2.253 -2.793 -4.276 -0.121
O 3.293 -2.624 -3.331 -0.579
H 1.838 -1.808 -4.487 -0.011
H 2.642 -3.207 -5.207 0.404
H 1.427 -3.459 -4.025 -0.061
H 2.936 -2.295 -2.503 0.448
C 1.728 1.226 -4.320 -0.378
O 2.315 1.572 -5.590 -0.567
H 2.412 0.500 -3.880 0.353
H 1.741 2.074 -3.635 0.421
H 0.714 0.854 -4.467 -0.082
H 3.203 1.921 -5.478 0.309
C -1.670 2.726 -4.694 0.550
C -2.415 3.520 -3.631 -0.515
O -3.761 3.077 -3.328 -0.472
O -2.303 2.903 -5.935 -0.545
H -1.623 1.657 -4.488 -0.376
H -0.649 3.106 -4.733 0.199
H -2.541 4.578 -3.861 0.498
H -1.850 3.496 -2.700 0.141
H -4.380 3.318 -4.021 0.263
H -2.198 2.047 -6.357 0.368
C -1.704 -1.635 -4.417 0.343
C -1.815 -2.911 -3.585 -0.056
O -3.062 -3.100 -3.069 -0.550
O -2.719 -1.572 -5.330 -0.537
H -0.740 -1.365 -4.849 0.263
H -1.921 -0.795 -3.756 -0.434
H -1.082 -2.903 -2.779 -0.031
H -1.507 -3.656 -4.318 0.385
H -3.203 -2.603 -2.260 0.307
H -2.510 -2.140 -6.075 0.362
C 3.988 -0.877 4.561 0.006
C 3.037 -0.940 5.807 -0.421
O 1.808 -1.525 5.548 -0.476
O 4.191 -2.136 3.897 -0.422
H 4.956 -0.421 4.765 0.439
H 3.437 -0.242 3.867 -0.316
H 3.004 0.070 6.215 0.377
H 3.458 -1.583 6.579 0.278
H 1.150 -1.102 6.105 0.281
H 5.073 -2.460 4.095 0.243
C 4.803 -4.981 1.406 -0.771
C 4.283 -3.807 0.593 -0.162
O 2.854 -3.587 0.829 -0.393
O 4.559 -4.953 2.833 -0.456
H 5.856 -5.174 1.206 0.395
H 4.362 -5.911 1.047 0.341
H 4.492 -4.031 -0.453 0.383
H 4.905 -2.950 0.850 0.255
H 2.593 -2.922 0.188 0.175
H 4.879 -5.771 3.222 0.273
C -6.126 3.626 3.675 -0.255
C -5.093 4.042 2.605 -0.571
O -4.535 2.941 1.889 -0.259
O -7.369 3.419 3.038 -0.521
H -6.203 4.463 4.370 0.377
H -5.835 2.758 4.267 0.152
H -4.264 4.566 3.081 0.306
H -5.565 4.760 1.934 0.406
H -3.881 2.515 2.448 0.239
H -8.128 3.401 3.625 0.294
```

Its total charge is +1. The multiplicity is 1. The calculation puts the orbital gap at 0.108 Ha. Its lowest unoccupied orbital energy is -8.5 eV. Its max |F| is 6.7 eV/Å. The calculation puts the relative energy (zero: lowest compared OMol25 entry of this formula, charge and spin) at 0.0 kJ/mol. As for the HOMO energy: -11.43 eV.